C3H7NS | ωB97M-V/def2-TZVPD

The SMILES is N[C@H]1C[C@H]1S. As for the LUMO energy: 0.751 eV. The value obtained for the HOMO-LUMO gap is 0.3481 Ha. As for the total energy: -571.332363 Ha. The relative energy (zero: lowest compared OMol25 entry of this formula, charge and spin) comes out at 279.8 kJ/mol. The HOMO energy is -8.7 eV.

Geometry as XYZ:
```
12
Properties=species:S:1:pos:R:3:forces:R:3:mulliken_charge:R:1
C 0.7957 0.2881 -0.4782 0.316 -0.558 0.073 -0.35
C 0.6877 -0.8739 0.5072 -0.151 1.275 0.154 -0.43
C -0.4088 -0.6672 -0.5602 1.747 -3.345 -0.043 0.02
H -0.0191 2.2483 -0.4739 1.903 -1.105 0.440 0.30
H -0.2121 1.3290 0.8249 3.333 1.624 -1.380 0.33
H 1.3772 0.1592 -1.3786 0.724 0.324 0.325 0.35
H 1.4170 -1.6790 0.4445 -0.432 0.006 -0.192 0.28
H 0.3430 -0.6191 1.5375 0.670 -0.132 -0.886 0.18
H -0.4312 -1.6636 -1.2333 -0.454 3.097 0.840 0.30
H -2.5381 -0.5003 0.7582 1.332 1.037 -1.294 0.13
N 0.6634 1.6370 0.1095 -4.089 -0.738 0.819 -0.72
S -1.6746 0.3414 -0.0578 -4.899 -1.484 1.144 -0.39
```
Positions in Å, forces in eV/Å.